[1]
This record from the OMol25 dataset describes a molecular structure, C2H7N5O at a distorted geometry. The level of theory is ωB97M-V/def2-TZVPD.

Each line ends with the Löwdin charge.
Element x y z (Å)
C1 -1.632 0.169 0.021  -0.1668
C2 1.861 -0.646 0.228  -0.2919
H1 -4.101 0.530 1.381  0.2174
H2 -4.688 0.301 -0.624  0.0811
H3 -1.507 1.230 0.149  0.0924
H4 -0.218 -1.360 -1.120  0.2147
H5 1.990 -1.690 0.258  0.1107
H6 3.761 -0.711 -0.545  0.1410
H7 2.185 1.450 -0.863  0.2553
N1 -3.797 0.649 -0.052  -0.1500
N2 -2.877 -0.409 -0.045  -0.1640
N3 -0.520 -0.830 -0.060  -0.0623
N4 0.730 -0.032 0.102  -0.0392
N5 3.107 -0.246 0.061  -0.0883
O1 3.089 1.148 -0.022  -0.1503

Results
Max |F|   6.94 eV Å⁻¹
E_LUMO   0.398 eV
ΔE to the lowest compared entry with this formula, charge and spin   215.7 kcal/mol
Frontier orbital gap   8.74 eV

[2]
This record from the OMol25 dataset describes 2 unconnected molecules or ions with the total composition C9H13N3O at a distorted geometry. The level of theory is ωB97M-V/def2-TZVPD.

Each line ends with the Löwdin charge.
Element x y z (Å)
C1 3.164 0.632 0.873  -0.0289
C2 2.329 1.694 0.597  -0.0276
C3 2.767 -0.655 0.626  0.0318
C4 1.084 1.488 0.150  -0.0014
C5 1.495 -0.958 0.059  -0.1635
C6 0.671 0.204 -0.226  -0.0582
C7 1.518 -3.376 -0.278  0.3504
C8 -0.730 -1.023 -1.932  0.0453
C9 -3.634 0.747 1.394  -0.2219
N1 1.356 -2.249 -0.159  0.1421
N2 -0.577 0.047 -0.947  -0.0918
N3 -1.572 0.967 -0.761  0.1942
O1 -2.388 0.920 1.136  -0.0883
H1 4.292 0.775 1.113  0.1772
H2 2.690 2.747 0.812  0.1699
H3 3.447 -1.550 0.825  0.1663
H4 0.464 2.365 -0.038  0.1337
H5 1.567 -4.522 -0.085  0.2095
H6 -1.414 -0.609 -2.670  0.1210
H7 0.237 -1.078 -2.449  0.1262
H8 -0.994 -1.853 -1.388  0.0735
H9 -4.283 1.475 0.814  0.1325
H10 -3.782 1.236 2.379  0.1472
H11 -4.067 -0.269 1.553  0.1124
H12 -1.222 1.809 -0.121  0.1914
H13 -2.418 1.036 -1.276  0.1569

Results
Max |F|   5.61 eV Å⁻¹
E_LUMO (spin up / spin down)   -8.494 / -9.199 eV
ΔE to the lowest compared entry with this formula, charge and spin   157.8 kcal/mol
Total charge   +2
Frontier orbital gap (spin up / spin down)   7.77 / 7.52 eV

[3]
This record from the OMol25 dataset describes a molecular structure, C6H8I2O2 at a distorted geometry. The level of theory is ωB97M-V/def2-TZVPD.

Each line ends with the Löwdin charge.
Element x y z (Å)
C1 -0.092 0.234 -0.611  -0.2364
C2 0.277 0.376 0.660  -0.2865
C3 -1.194 -0.725 -0.967  -0.1637
C4 -1.013 -1.465 1.232  -1.3168
C5 0.541 0.964 -1.752  -0.0270
C6 1.331 1.287 1.201  0.0045
O1 -0.314 -0.392 1.665  -0.1665
O2 -1.834 -1.272 0.184  -0.2090
I1 0.464 -3.096 0.747  0.7470
I2 -2.257 -2.106 2.866  0.8786
H1 -1.991 -0.219 -1.520  0.1413
H2 -0.808 -1.545 -1.592  0.1106
H3 1.315 0.346 -2.207  0.0936
H4 0.997 1.891 -1.418  0.0765
H5 -0.203 1.188 -2.514  0.0836
H6 1.145 2.317 0.902  0.0865
H7 2.313 0.990 0.838  0.0945
H8 1.323 1.226 2.286  0.0895

Results
Max |F|   1.15 eV Å⁻¹
E_LUMO   -0.114 eV
ΔE to the lowest compared entry with this formula, charge and spin   4.8 kcal/mol
Frontier orbital gap   8.80 eV

[4]
This record from the OMol25 dataset describes a molecular structure, C43H47N6O3P2SV. The level of theory is ωB97M-V/def2-TZVPD.

Each line ends with the Löwdin charge.
Element x y z (Å)
V1 0.186 -0.198 0.389  0.5350
C1 -4.403 6.141 -1.739  -0.4124
S1 -4.973 5.144 -0.351  0.8146
C2 -3.646 5.518 0.825  -0.4878
C3 -2.422 4.610 0.715  -0.2517
C4 -2.757 3.177 1.102  -0.2428
N1 -1.625 2.246 0.960  -0.4224
P1 -0.917 1.771 -0.513  0.9379
C5 -2.241 1.836 -1.744  -0.3283
C6 -2.480 2.927 -2.578  -0.1000
C7 -3.539 2.897 -3.473  -0.0670
C8 -4.371 1.789 -3.535  -0.0485
C9 -4.150 0.704 -2.698  -0.0588
C10 -3.089 0.729 -1.809  -0.0887
C11 0.295 3.043 -0.992  -0.3611
C12 0.932 3.789 -0.002  -0.0959
C13 1.989 4.628 -0.326  -0.0643
C14 2.429 4.719 -1.639  -0.0688
C15 1.811 3.966 -2.629  -0.0716
C16 0.754 3.126 -2.308  -0.1179
P2 -1.321 0.945 2.012  0.9490
C17 -0.636 1.666 3.530  -0.3627
C18 -0.365 3.024 3.661  -0.0852
C19 0.213 3.514 4.826  -0.0621
C20 0.523 2.650 5.865  -0.0668
C21 0.252 1.292 5.742  -0.0639
C22 -0.323 0.803 4.581  -0.1018
C23 -2.925 0.299 2.560  -0.3342
C24 -3.611 0.824 3.655  -0.0850
C25 -4.866 0.339 3.988  -0.0623
C26 -5.442 -0.675 3.234  -0.0615
C27 -4.761 -1.212 2.151  -0.0613
C28 -3.504 -0.731 1.818  -0.0911
H1 -5.095 5.965 -2.560  0.0330
H2 -3.403 5.848 -2.058  0.0216
H3 -4.419 7.200 -1.484  0.0384
H4 -4.081 5.451 1.824  0.0768
H5 -3.360 6.560 0.674  0.0797
H6 -1.634 4.993 1.371  0.1034
H7 -2.023 4.646 -0.304  0.0901
H8 -3.600 2.826 0.501  0.1000
H9 -3.069 3.143 2.149  0.1139
H10 -1.846 3.803 -2.534  0.0958
H11 -3.713 3.744 -4.124  0.1109
H12 -5.190 1.766 -4.242  0.1147
H13 -4.784 -0.170 -2.758  0.0946
H14 -2.911 -0.122 -1.164  0.0674
H15 0.597 3.713 1.025  0.0805
H16 2.469 5.212 0.449  0.1103
H17 3.250 5.376 -1.892  0.1102
H18 2.150 4.033 -3.654  0.1119
H19 0.287 2.535 -3.087  0.1143
H20 -0.606 3.703 2.854  0.0741
H21 0.414 4.572 4.922  0.1107
H22 0.971 3.032 6.772  0.1107
H23 0.486 0.617 6.555  0.1114
H24 -0.536 -0.257 4.491  0.0954
H25 -3.165 1.612 4.251  0.1075
H26 -5.394 0.752 4.836  0.1110
H27 -6.421 -1.053 3.497  0.1119
H28 -5.204 -2.011 1.571  0.1123
H29 -2.960 -1.167 0.990  0.0672
N2 -1.001 -1.536 -0.446  0.0329
C29 -1.260 -2.153 -1.411  -0.1584
C30 -1.554 -2.874 -2.531  -0.2381
C31 -0.563 -3.749 -3.043  -0.1691
N3 0.274 -4.424 -3.456  0.1951
C32 -2.823 -2.710 -3.150  -0.2096
N4 -3.854 -2.530 -3.630  0.1609
C33 2.617 0.516 2.118  -0.0376
C34 2.501 -0.989 2.220  -0.2164
O1 1.146 -1.352 1.907  -0.3206
C35 0.822 -2.748 2.153  -0.2168
C36 0.449 -2.990 3.598  -0.0456
H30 3.660 0.820 2.201  0.1018
H31 2.044 1.013 2.899  0.0744
H32 2.273 0.885 1.139  0.0497
H33 2.733 -1.326 3.231  0.1296
H34 3.170 -1.501 1.522  0.1286
H35 1.677 -3.353 1.841  0.1301
H36 -0.016 -2.975 1.496  0.1106
H37 1.247 -2.701 4.282  0.0803
H38 0.259 -4.053 3.742  0.0937
H39 -0.461 -2.448 3.857  0.0711
O2 2.522 -6.262 -4.266  -0.0423
C37 3.369 -6.082 -3.175  -0.2399
N5 3.576 -4.653 -2.916  0.1085
C38 3.087 -4.058 -1.810  -0.4646
O3 2.703 -4.640 -0.809  0.0665
C39 3.007 -2.553 -1.841  -0.0853
C40 3.861 -1.683 -2.501  0.0273
C41 3.651 -0.315 -2.369  -0.0129
C42 2.598 0.136 -1.598  -0.0904
N6 1.766 -0.703 -0.960  -0.0153
C43 1.982 -2.015 -1.086  -0.0718
H40 1.651 -5.888 -4.048  0.0324
H41 4.320 -6.545 -3.429  0.1281
H42 2.987 -6.513 -2.249  0.1259
H43 3.674 -4.094 -3.751  0.1408
H44 4.689 -2.056 -3.091  0.1288
H45 4.299 0.399 -2.857  0.1187
H46 2.404 1.196 -1.484  0.1014
H47 1.313 -2.687 -0.567  0.1072

Results
Multiplicity   2
Max |F|   0.43 eV Å⁻¹
E_LUMO (spin up / spin down)   -2.898 / -2.921 eV
ΔE to the lowest compared entry with this formula, charge and spin   0.0 kcal/mol
Total charge   +1
⟨S²⟩   0.771
Frontier orbital gap (spin up / spin down)   7.68 / 7.12 eV

[5]
This record from the OMol25 dataset describes a molecular structure, C31H83AsF6N11O12 at a distorted geometry. The level of theory is ωB97M-V/def2-TZVPD.

Each line ends with the Löwdin charge.
Element x y z (Å)
As1 -0.573 -0.028 -1.059  0.9146
F1 -0.284 -1.698 -1.633  -0.2717
F2 -2.262 -0.340 -1.335  -0.2479
F3 -0.828 1.636 -0.537  -0.2478
F4 1.217 0.108 -0.723  -0.2880
F5 -0.336 0.544 -2.741  -0.2779
F6 -0.755 -0.678 0.610  -0.2776
C1 -2.201 4.390 -1.081  -0.0597
C2 -3.217 4.802 0.010  -0.4100
C3 -3.005 6.195 0.598  -0.1603
O1 -1.796 6.121 1.393  -0.2271
C4 -1.233 7.368 1.786  -0.1005
N1 -4.540 4.630 -0.583  0.0371
H1 -1.171 4.452 -0.730  0.0509
H2 -2.173 5.044 -1.952  0.0775
H3 -2.350 3.423 -1.561  0.0647
H4 -3.048 4.103 0.829  0.1230
H5 -3.724 6.395 1.392  0.1218
H6 -3.019 6.967 -0.172  0.1278
H7 -0.417 7.106 2.460  0.0872
H8 -1.943 7.908 2.412  0.0769
H9 -0.862 8.045 1.017  0.0880
H10 -4.791 3.841 -1.162  0.0509
H11 -5.265 4.584 0.119  0.0623
C5 4.707 -0.078 -1.715  -0.1073
O2 5.268 0.956 -0.923  -0.1883
C6 5.595 0.473 0.356  -0.2509
C7 6.412 1.488 1.076  -0.2221
N2 6.860 0.991 2.343  -0.0717
C8 7.471 2.036 3.178  -0.1907
C9 8.115 1.353 4.373  -0.2252
O3 7.150 1.365 5.435  -0.1744
C10 7.728 1.141 6.723  -0.1238
H12 4.248 0.440 -2.557  0.0919
H13 3.859 -0.512 -1.186  0.0690
H14 5.354 -0.919 -1.967  0.0886
H15 6.000 -0.534 0.256  0.1223
H16 4.633 0.167 0.766  0.1111
H17 5.837 2.408 1.188  0.1114
H18 7.310 1.764 0.524  0.1291
H19 6.132 0.520 2.861  0.1173
H20 6.746 2.807 3.438  0.1255
H21 8.349 2.478 2.708  0.1151
H22 9.076 1.828 4.573  0.1090
H23 8.432 0.324 4.200  0.1208
H24 8.564 1.798 6.961  0.0745
H25 8.174 0.159 6.880  0.0783
H26 7.077 1.305 7.582  0.0823
C11 -5.593 -0.064 -3.803  -0.0867
O4 -5.138 -0.020 -5.185  -0.1810
C12 -4.884 -1.283 -5.780  -0.2335
C13 -3.781 -2.141 -5.209  -0.2085
N3 -2.404 -1.832 -5.667  -0.0483
C14 -1.450 -2.634 -4.888  -0.2138
C15 -0.070 -1.981 -5.017  -0.2175
O5 0.565 -2.238 -6.270  -0.1800
C16 1.344 -1.172 -6.894  -0.0860
H27 -5.832 0.940 -3.454  0.0802
H28 -4.928 -0.604 -3.129  0.0656
H29 -6.413 -0.780 -3.741  0.0847
H30 -4.827 -1.257 -6.869  0.1253
H31 -5.788 -1.865 -5.605  0.1049
H32 -4.005 -3.124 -5.624  0.1225
H33 -3.823 -2.088 -4.121  0.1023
H34 -2.103 -0.946 -5.287  0.0901
H35 -1.449 -3.609 -5.375  0.1188
H36 -1.735 -2.661 -3.836  0.1047
H37 0.495 -2.415 -4.192  0.1048
H38 -0.086 -0.905 -4.844  0.0969
H39 1.261 -0.088 -6.820  0.0757
H40 1.231 -1.259 -7.975  0.0709
H41 2.359 -1.532 -6.726  0.0792
C17 -3.533 -0.783 5.536  -0.1464
O6 -4.515 -1.599 5.041  -0.1942
C18 -4.966 -1.481 3.686  -0.2018
C19 -5.931 -0.365 3.355  -0.2195
N4 -5.167 0.860 3.386  -0.0659
C20 -4.071 0.974 2.407  -0.1740
C21 -4.565 0.720 0.948  -0.2382
O7 -5.449 1.747 0.611  -0.1667
C22 -6.082 1.372 -0.629  -0.0987
H42 -2.518 -1.175 5.467  0.0819
H43 -3.666 -0.901 6.611  0.0812
H44 -3.706 0.283 5.386  0.0859
H45 -5.467 -2.425 3.898  0.1245
H46 -4.156 -1.648 2.975  0.1161
H47 -6.715 -0.280 4.108  0.1182
H48 -6.569 -0.614 2.507  0.1115
H49 -5.728 1.447 2.785  0.0792
H50 -3.341 0.235 2.736  0.0994
H51 -3.766 2.008 2.568  0.1228
H52 -4.893 -0.309 0.800  0.1237
H53 -3.586 0.773 0.471  0.0994
H54 -6.856 0.608 -0.568  0.0870
H55 -5.485 0.947 -1.436  0.0540
H56 -6.648 2.257 -0.918  0.0897
C23 0.076 -7.215 -2.946  -0.0802
O8 0.508 -6.599 -1.728  -0.1957
C24 0.980 -5.316 -1.838  -0.2547
C25 0.793 -4.539 -0.520  -0.1820
N5 1.819 -4.797 0.507  -0.0401
C26 1.174 -4.718 1.766  -0.2646
C27 2.144 -4.628 2.925  -0.2018
O9 3.015 -5.762 2.723  -0.1987
C28 4.067 -5.902 3.658  -0.1181
H57 -0.322 -6.460 -3.624  0.0797
H58 -0.724 -7.887 -2.636  0.0829
H59 0.906 -7.792 -3.355  0.0826
H60 0.503 -4.712 -2.610  0.1013
H61 2.002 -5.445 -2.194  0.1265
H62 -0.246 -4.567 -0.191  0.1214
H63 0.929 -3.519 -0.878  0.0894
H64 2.129 -5.758 0.509  0.1036
H65 0.733 -5.696 1.961  0.1247
H66 0.512 -3.852 1.777  0.1011
H67 1.589 -4.525 3.857  0.1241
H68 2.760 -3.744 2.762  0.1205
H69 3.713 -6.324 4.599  0.0726
H70 4.409 -4.948 4.060  0.0821
H71 4.831 -6.588 3.293  0.0853
C29 1.378 3.311 -4.446  -0.8174
O10 2.115 4.237 -4.795  -0.0024
N6 1.296 2.942 -3.224  0.1854
N7 0.470 2.779 -5.178  0.1711
H72 1.961 3.291 -2.549  0.1263
H73 0.684 2.176 -2.984  0.0628
H74 -0.058 1.960 -4.914  0.1005
H75 0.346 3.319 -6.022  0.1225
C30 0.820 -0.882 3.384  -0.7866
O11 1.055 -0.892 4.597  -0.0144
N8 1.494 -0.238 2.477  0.1879
N9 -0.120 -1.635 2.920  0.1591
H76 1.307 -0.581 1.545  0.0734
H77 2.340 0.284 2.658  0.1125
H78 -0.593 -2.289 3.526  0.1221
H79 -0.505 -1.255 2.067  0.0466
C31 1.541 4.028 1.313  -0.8061
O12 1.942 5.125 1.746  -0.0211
N10 0.323 3.754 1.156  0.2119
N11 2.438 3.133 1.129  0.1791
H80 0.034 2.825 0.886  0.0895
H81 -0.351 4.507 1.145  0.0879
H82 3.420 3.297 1.297  0.1096
H83 2.274 2.328 0.541  0.0916

Results
Max |F|   6.87 eV Å⁻¹
E_LUMO   2.045 eV
Total charge   -1
Frontier orbital gap   8.79 eV

[6]
This record from the OMol25 dataset describes a single C4H7NO molecule at a distorted geometry. The level of theory is ωB97M-V/def2-TZVPD.

Each line ends with the Löwdin charge.
Element x y z (Å)
C1 -0.915 -0.627 1.557  -0.0948
O1 -0.976 -0.463 0.155  -0.1462
C2 0.190 -0.169 -0.566  -0.4116
C3 0.069 1.119 -1.367  -0.0270
C4 1.466 -0.317 0.157  -0.1782
N1 2.510 -0.781 0.324  0.1666
H1 -0.804 0.333 2.080  0.0940
H2 -0.110 -1.302 1.877  0.0872
H3 -1.872 -1.074 1.834  0.0926
H4 0.345 -0.975 -1.293  0.1535
H5 -0.716 0.952 -2.109  0.0861
H6 -0.196 1.985 -0.756  0.0879
H7 1.009 1.319 -1.893  0.0900

Results
Max |F|   1.19 eV Å⁻¹
E_LUMO   0.758 eV
ΔE to the lowest compared entry with this formula, charge and spin   45.4 kcal/mol
Frontier orbital gap   11.07 eV

> Number 3 is which compound?

C6H8I2O2